Entry from the OMol25 dataset: a structure of composition C10H21F5IIrOP2 in a non-equilibrium geometry (the ωB97M-V functional and the def2-TZVPD basis).

Last column: Löwdin charge in e.
CARTESIAN COORDINATES (ANGSTROEM)
F -3.16 -0.82 1.93  0.106
C 2.02 1.20 -2.63  -0.591
H 0.71 -3.90 -2.80  0.059
Ir -0.67 -1.09 -0.16  0.958
F -3.31 -1.73 3.93  0.182
C -1.87 -1.09 -3.20  -0.255
C 1.36 1.58 3.27  -0.157
H 2.72 0.34 -2.72  0.045
O 0.15 -1.32 2.80  0.065
H 0.78 -2.48 -3.84  0.037
C 0.41 0.20 0.82  -0.458
H -1.43 -4.04 -0.74  0.055
H 1.01 0.77 -2.39  0.012
H -0.55 -3.66 -4.04  0.075
H 1.53 0.55 3.60  0.065
F -0.07 4.32 3.12  -0.092
C 3.20 1.59 1.09  -0.153
P -0.92 -2.15 -2.06  0.552
H -2.49 -4.04 -2.21  0.076
F -4.69 -0.12 3.36  0.181
H -2.76 -2.89 -0.83  0.036
H 0.32 1.84 3.48  0.062
I 2.10 1.92 -4.52  1.421
H 2.34 1.89 -1.82  0.014
H 1.73 4.04 1.10  0.100
C 0.07 -0.85 1.69  -0.581
P 1.39 1.65 1.43  0.846
H -2.65 -0.59 -2.63  0.042
C 0.08 -3.13 -3.29  -0.237
F -2.58 0.32 3.74  0.179
H -1.17 -0.33 -3.55  0.018
C -2.02 -3.43 -1.43  -0.279
H 0.32 3.33 0.19  0.061
C -3.43 -0.58 3.24  -0.664
H 3.32 1.35 0.03  0.019
H 2.01 2.28 3.81  0.091
H 3.63 2.58 1.28  0.071
H 0.21 3.95 2.21  -0.003
H -2.30 -1.63 -4.04  0.064
H 3.76 0.86 1.69  0.082
C 0.91 3.30 1.09  -0.104

The net charge is +2. The molar mass comes out at 633.34 g mol⁻¹. The value obtained for the HOMO energy (alpha / beta) is -13.9 / -14.7 eV. For the energy above the lowest of the compared OMol25 structures with the same formula, charge and spin, the calculation gives 0.0 kJ/mol. Its spin multiplicity is 5. The value obtained for the gap between HOMO and LUMO (alpha / beta) is 0.24599 / 0.09773 Eh.